Record 1
Molecular formula: C9H14O
Method: DFT, the ωB97M-V functional and the def2-TZVPD basis

```
24
Properties=species:S:1:pos:R:3:nbo_charge:R:1
C -2.1130 -1.0835 -1.4378 -0.190
H -1.3748 -1.1964 1.7006 0.217
H 3.2169 2.1109 2.2275 0.204
H -2.6497 -0.2913 -3.3645 0.211
H -3.0535 -1.6084 -1.3257 0.210
C -1.3447 -1.8806 0.8542 -0.624
O -0.4963 1.1638 -3.8670 -0.684
C -1.1552 -1.1125 -0.4330 -0.047
H 1.2102 0.8542 -1.9338 0.226
C -0.7299 0.3972 -2.7439 0.291
H 1.0707 2.1430 2.9966 0.208
C -1.9063 -0.3045 -2.5737 -0.284
H 1.3342 0.5339 3.7038 0.205
H -1.3254 1.5861 -4.1277 0.478
H 2.7455 0.8917 1.0776 0.202
H -2.2851 -2.4262 0.8544 0.215
C 2.7839 1.1143 2.1409 -0.613
H 0.6716 0.6400 2.0948 0.202
C 0.2752 0.3379 -1.7858 -0.259
C 1.3685 1.1194 2.7830 -0.613
H -0.5031 -2.5595 1.0131 0.218
H 0.7739 -0.4640 0.1357 0.203
H 3.4603 0.4401 2.6549 0.206
C 0.0259 -0.4057 -0.6442 -0.183
```

Properties
- Multiplicity: 1
- SMILES: Cc1ccc(O)cc1.CC
- HOMO-LUMO gap: 9.45 eV
- Energy above the lowest of the compared OMol25 structures with the same formula, charge and spin: 6.2 kcal/mol
- LUMO: 0.9 eV


Record 2
Molecular formula: C9H14O
Method: DFT, the ωB97M-V functional and the def2-TZVPD basis

```
24
Properties=species:S:1:pos:R:3:nbo_charge:R:1
C -0.5401 -1.2749 0.8846 -0.260
H 1.9036 -1.1459 -1.4121 0.203
C 0.0699 -1.2284 -0.3435 0.288
C 1.4382 -1.1112 -0.3892 -0.277
H -3.3124 2.2439 -1.7183 0.201
C 0.0870 -1.0927 2.0931 -0.193
H -1.5959 -1.7546 0.8698 0.214
H 2.8935 0.2875 3.2405 0.212
H -1.4592 3.1439 -3.2478 0.204
H -0.4494 -1.1106 3.0252 0.218
C 2.1318 -0.9031 0.7694 -0.198
H -2.4311 0.8421 -1.3602 0.214
O -0.6494 -1.4004 -1.4318 -0.670
C -1.3462 2.3555 -2.5687 -0.602
C 2.0104 -0.4224 3.3270 -0.623
H 1.2281 0.0671 3.9167 0.214
H 3.2752 -0.8139 0.6125 0.219
H 2.3741 -1.2562 3.9334 0.218
H -2.9630 1.0487 -3.0408 0.201
C -2.5726 1.5799 -2.2049 -0.610
C 1.4501 -0.7569 2.0041 -0.057
H -0.4945 1.7360 -3.0524 0.187
H -0.1419 -1.6747 -2.2629 0.490
H -0.9060 2.6414 -1.6438 0.206
```

Properties
- Multiplicity: 1
- SMILES: Cc1ccc(O)cc1.CC
- HOMO-LUMO gap: 8.92 eV
- Energy above the lowest of the compared OMol25 structures with the same formula, charge and spin: 30.5 kcal/mol
- LUMO: 0.7 eV


Record 3
Molecular formula: C9H14O
Method: DFT, the ωB97M-V functional and the def2-TZVPD basis

```
24
Properties=species:S:1:pos:R:3:nbo_charge:R:1
C -1.0552 1.3179 -1.1334 -0.241
C -1.2247 -3.1535 2.5760 -0.596
C 1.7421 2.0258 -1.1744 -0.203
C -1.1846 -2.6918 1.1321 -0.612
C -0.1771 0.6939 -0.2196 -0.198
O -1.3983 3.0928 -2.7616 -0.715
H 1.6147 0.0094 1.4517 0.215
C 1.2159 1.0569 -0.3247 -0.043
H -0.4777 -3.6469 2.9632 0.198
H -1.1138 3.8769 -3.2956 0.495
H -1.8174 -3.3578 0.4845 0.210
H -1.5105 -1.6774 1.1039 0.199
H 3.0543 0.5746 0.8947 0.214
H -0.1649 -2.6604 0.7511 0.205
C 2.0894 0.1524 0.4717 -0.639
H -2.1295 1.0881 -1.1731 0.226
H -1.6296 -2.3686 3.2751 0.203
C 0.8705 2.5952 -2.0918 -0.289
H -2.0544 -3.9642 2.5837 0.194
C -0.4828 2.2772 -2.0841 0.309
H -0.5386 -0.0693 0.3974 0.212
H 2.2520 -0.7829 -0.0730 0.221
H 1.2408 3.4520 -2.6561 0.210
H 2.8793 2.1596 -1.0977 0.224
```

Properties
- Multiplicity: 1
- SMILES: Cc1ccc(O)cc1.CC
- HOMO-LUMO gap: 9.08 eV
- Energy above the lowest of the compared OMol25 structures with the same formula, charge and spin: 42.3 kcal/mol
- LUMO: 0.9 eV


Record 4
Molecular formula: C9H14O
Method: DFT, the ωB97M-V functional and the def2-TZVPD basis

```
24
Properties=species:S:1:pos:R:3:nbo_charge:R:1
H -0.4795 -0.9013 -2.7991 0.209
H 2.5466 -2.3504 0.0390 0.214
H 0.3292 0.4354 -1.9806 0.205
C -0.8798 -1.1224 1.6811 -0.212
H -1.0010 2.1476 -1.0612 0.471
H -2.5567 0.4380 -2.8941 0.185
H -0.0241 0.5100 -3.5998 0.210
C -0.9739 0.2464 1.9865 -0.235
C 2.5910 -1.3055 -0.0406 -0.639
C -0.4938 0.1176 -2.6364 -0.633
H 2.6572 -0.8202 -1.0556 0.233
O -1.5623 2.0144 -1.8798 -0.743
H -1.7937 0.8647 2.3869 0.228
C 1.3639 0.4925 1.1036 -0.250
H 2.2535 1.1390 0.9597 0.214
H 3.4086 -0.9217 0.6503 0.220
H -1.8190 -1.5039 1.5430 0.215
H -2.0798 0.0776 -1.2260 0.164
H 0.4752 -2.7040 0.8587 0.210
C 1.4099 -0.8230 0.8094 0.020
C 0.3106 -1.6573 1.2058 -0.223
H 0.0956 2.0972 1.7294 0.202
C -1.7466 0.6011 -2.1825 -0.067
C 0.1664 1.0134 1.6543 -0.197
```

Properties
- Multiplicity: 1
- SMILES: Cc1ccccc1.CCO
- HOMO-LUMO gap: 10.02 eV
- Energy above the lowest of the compared OMol25 structures with the same formula, charge and spin: 48.7 kcal/mol
- LUMO: 0.9 eV


Record 5
Molecular formula: C9H14O
Method: DFT, the ωB97M-V functional and the def2-TZVPD basis

```
24
Properties=species:S:1:pos:R:3:nbo_charge:R:1
H -1.4727 -3.9521 -0.1800 0.219
C 3.1957 1.5275 0.6252 -0.646
H 2.8644 2.5311 -1.4052 0.177
H -2.0158 -2.8153 -2.4770 0.210
C -1.7820 -0.8648 -1.7070 -0.205
H -2.3748 0.8008 1.5918 0.221
H -0.5593 0.9851 1.7484 0.227
C -1.2445 -2.0675 0.7043 -0.219
C -1.4199 0.3290 1.7914 -0.635
H -1.2378 1.0125 -0.6022 0.198
H -2.0098 -0.5305 -2.7007 0.214
C -1.7718 -2.2566 -1.5776 -0.225
C -1.5583 -2.8962 -0.3670 -0.205
C 2.4305 1.8735 -0.6358 -0.091
H -1.5320 -0.1431 2.7603 0.216
H 2.5705 1.2871 1.4844 0.226
H 0.5156 1.8716 -0.5060 0.466
H 2.3055 1.0876 -1.3913 0.171
O 1.1857 2.4987 -0.2190 -0.727
H 3.8410 0.6423 0.5880 0.212
H 3.8600 2.3758 0.8098 0.215
C -1.3215 -0.6932 0.6256 0.004
C -1.3858 -0.0599 -0.6332 -0.228
H -1.0831 -2.5433 1.6726 0.206
```

Properties
- Multiplicity: 1
- SMILES: Cc1ccccc1.CCO
- HOMO-LUMO gap: 9.93 eV
- Energy above the lowest of the compared OMol25 structures with the same formula, charge and spin: 34.3 kcal/mol
- LUMO: 0.9 eV


Record 6
Molecular formula: C9H14O
Method: DFT, the ωB97M-V functional and the def2-TZVPD basis

```
24
Properties=species:S:1:pos:R:3:nbo_charge:R:1
H -3.2127 1.6382 -1.2866 0.217
C -2.2376 -0.2409 -1.9861 -0.633
C 0.9579 0.4784 1.5232 -0.052
H -3.2051 0.2009 -0.2361 0.197
H 0.7910 1.1852 3.6024 0.215
C 3.0782 -0.0866 0.4623 -0.270
C 2.3194 0.5690 1.4392 -0.185
H 4.1566 -0.0694 0.4860 0.231
H 2.7860 1.1051 2.2641 0.209
H 0.4386 -1.3247 -1.3087 0.210
C 0.1942 0.9843 2.7160 -0.626
H -0.8076 -0.2275 0.2808 0.220
H -1.2044 0.0553 -1.9409 0.213
C 2.3685 -0.8545 -0.4239 0.295
H -0.3438 1.8816 2.4100 0.217
H -4.2787 0.1535 -1.5898 0.213
H -0.5821 0.2900 3.0701 0.217
H 2.5835 -1.9537 -1.9919 0.474
H -2.3313 -1.3434 -1.9108 0.208
O 3.0471 -1.7950 -1.1734 -0.682
H -2.4229 -0.2852 -3.0790 0.201
C 0.2560 -0.1023 0.4761 -0.194
C -3.3189 0.5588 -1.2862 -0.615
C 0.9678 -0.8172 -0.5168 -0.279
```

Properties
- Multiplicity: 1
- SMILES: Cc1ccc(O)cc1.CC
- HOMO-LUMO gap: 9.30 eV
- Energy above the lowest of the compared OMol25 structures with the same formula, charge and spin: 22.6 kcal/mol
- LUMO: 0.9 eV


Record 7
Molecular formula: C9H14O
Method: DFT, the ωB97M-V functional and the def2-TZVPD basis

```
24
Properties=species:S:1:pos:R:3:nbo_charge:R:1
C 1.7747 0.9887 -1.1673 0.299
H -0.1342 -3.6277 -0.5627 0.209
C -0.5380 1.5260 -1.2891 -0.196
H 3.5785 0.3386 -1.2471 0.474
H -1.4116 1.4297 -1.9261 0.216
H -2.1041 1.3722 1.7283 0.227
H -2.2310 2.8265 0.5380 0.227
O 2.8744 0.5148 -1.8622 -0.675
H 0.6453 1.7375 1.8752 0.213
H 0.5186 -3.8061 1.1369 0.205
C 0.6910 1.3409 -1.9599 -0.256
H -1.5476 -2.0130 1.5303 0.201
C 0.6167 1.4943 0.8186 -0.191
H -1.0934 -4.1969 0.7895 0.204
C -1.8900 1.8104 0.7737 -0.647
C -0.6970 -2.0465 0.8449 -0.623
H -2.6884 1.3423 0.1617 0.214
C -0.3154 -3.5034 0.4973 -0.616
H 2.7379 1.1302 0.7742 0.214
H 0.0390 -1.3967 1.3207 0.210
H -0.9310 -1.4616 -0.0509 0.209
H 0.8569 1.4365 -3.0212 0.228
C -0.5722 1.5360 0.0917 -0.053
C 1.8209 1.2276 0.2056 -0.293
```

Properties
- Multiplicity: 1
- SMILES: Cc1ccc(O)cc1.CC
- HOMO-LUMO gap: 9.21 eV
- Energy above the lowest of the compared OMol25 structures with the same formula, charge and spin: 22.3 kcal/mol
- LUMO: 0.9 eV


Record 8
Molecular formula: C9H14O
Method: DFT, the ωB97M-V functional and the def2-TZVPD basis

```
24
Properties=species:S:1:pos:R:3:nbo_charge:R:1
H -1.8758 -1.1697 2.6939 0.219
H 3.9371 -1.5074 0.2519 0.207
C -1.9357 -1.3804 1.6233 -0.632
H -1.6369 1.3378 2.3316 0.218
C -1.6841 -0.2167 0.7273 -0.050
H 3.3884 0.1654 0.4036 0.212
C 1.8625 -1.1905 -0.5319 -0.624
H -1.2523 -2.2017 1.4265 0.222
C -1.2512 0.7600 -1.4659 -0.271
O -0.1521 2.9055 -1.5687 -0.697
H 1.5241 -2.0137 0.1148 0.200
H 3.7783 -0.6325 -1.1012 0.201
H -2.9675 -1.7706 1.6139 0.218
C -1.6730 -0.2870 -0.6510 -0.200
H -1.3415 0.8183 -2.5420 0.220
H -0.3764 2.8968 1.0000 0.222
C -0.7976 1.9247 -0.8467 0.283
H 0.5386 2.4957 -2.1048 0.482
H 1.7951 -1.6966 -1.4930 0.207
H -1.9988 -1.1457 -1.2266 0.216
C -1.3904 1.0153 1.3312 -0.187
H 1.1273 -0.4044 -0.3770 0.220
C 3.2473 -0.7503 -0.1474 -0.626
C -0.8653 2.0478 0.5383 -0.262
```

Properties
- Multiplicity: 1
- SMILES: Cc1ccc(O)cc1.CC
- HOMO-LUMO gap: 9.47 eV
- Energy above the lowest of the compared OMol25 structures with the same formula, charge and spin: 23.3 kcal/mol
- LUMO: 0.8 eV


Record 9
Molecular formula: C9H14O
Method: DFT, the ωB97M-V functional and the def2-TZVPD basis

```
24
Properties=species:S:1:pos:R:3:nbo_charge:R:1
H 0.1494 1.8480 -2.0700 0.213
H -0.7778 3.0737 -1.1779 0.217
H -0.1472 -1.3371 -3.0302 0.200
C -0.0669 0.0230 -0.0151 -0.178
H -1.1247 -3.7645 -4.0836 0.197
C 0.1185 2.3449 -1.1482 -0.619
C 0.2978 -0.7184 1.1143 -0.273
H -0.4804 -2.6286 -5.1358 0.217
C -1.0540 -1.7649 -3.1288 -0.604
H -2.2703 -2.4813 -4.6247 0.213
C 0.4770 -0.0669 2.3286 0.289
O 0.4908 -0.8957 3.4685 -0.721
C -1.2484 -2.6526 -4.4201 -0.617
H 0.5319 -1.7939 1.2591 0.237
H -1.6282 -0.9327 -3.2344 0.195
H 1.0030 2.8672 -1.1053 0.216
C 0.6886 1.3238 2.4454 -0.254
C 0.5845 1.9917 1.1979 -0.171
C 0.1583 1.3951 -0.0297 -0.056
H -0.6566 -0.4289 -0.9238 0.220
H 0.7574 1.7172 3.3281 0.205
H 0.9835 2.9188 1.1019 0.190
H 1.2960 -0.8778 4.0041 0.483
H -1.2953 -2.2684 -2.1217 0.202
```

Properties
- Multiplicity: 1
- SMILES: Cc1ccc(O)cc1.CC
- HOMO-LUMO gap: 9.42 eV
- Energy above the lowest of the compared OMol25 structures with the same formula, charge and spin: 62.5 kcal/mol
- LUMO: 0.9 eV


Record 10
Molecular formula: C9H14O
Method: DFT, the ωB97M-V functional and the def2-TZVPD basis

```
24
Properties=species:S:1:pos:R:3:nbo_charge:R:1
H -0.5266 -2.1256 0.7022 0.223
H -1.5493 -1.3541 -1.1614 0.196
C -0.7409 -0.8647 -1.6060 -0.377
H 1.2779 -0.6865 2.1467 0.210
O -0.2192 1.4871 2.1792 -0.272
C 0.1173 1.1843 1.0696 0.021
H 2.4180 -0.0281 1.0997 0.217
C -0.8525 -1.2014 1.1100 -0.621
H -0.8343 -1.2010 2.2444 0.219
H 2.0969 0.7209 -1.0285 0.216
C 1.5739 -0.6554 1.1572 -0.612
C -2.4243 1.6336 0.2565 -0.273
H -0.8372 2.0958 -1.2916 0.232
H -1.9143 -0.8120 0.7304 0.232
H -0.8194 -0.9433 -2.6624 0.194
H 2.1596 -0.7568 -1.9829 0.232
C -1.6168 1.8031 -0.5988 -0.228
C 0.1907 -0.2452 0.6023 -0.089
H 1.1690 0.6703 -2.6513 0.227
C 0.2832 -0.4095 -0.9414 0.030
C 1.4720 0.1509 -1.6451 -0.668
H 1.8700 -1.6363 0.7965 0.200
H -3.0071 1.2816 1.1049 0.242
H 0.7135 1.8924 0.3694 0.246
```

Properties
- Multiplicity: 3
- ⟨S²⟩: 2.01
- HOMO-LUMO gap (alpha / beta): 6.15 / 7.01 eV
- Energy above the lowest of the compared OMol25 structures with the same formula, charge and spin: 66.7 kcal/mol
- LUMO (alpha / beta): 0.9 / -2.3 eV


What did the fourth record say?
Molecular formula: C9H14O
Method: DFT, the ωB97M-V functional and the def2-TZVPD basis

```
24
Properties=species:S:1:pos:R:3:nbo_charge:R:1
H -0.4795 -0.9013 -2.7991 0.209
H 2.5466 -2.3504 0.0390 0.214
H 0.3292 0.4354 -1.9806 0.205
C -0.8798 -1.1224 1.6811 -0.212
H -1.0010 2.1476 -1.0612 0.471
H -2.5567 0.4380 -2.8941 0.185
H -0.0241 0.5100 -3.5998 0.210
C -0.9739 0.2464 1.9865 -0.235
C 2.5910 -1.3055 -0.0406 -0.639
C -0.4938 0.1176 -2.6364 -0.633
H 2.6572 -0.8202 -1.0556 0.233
O -1.5623 2.0144 -1.8798 -0.743
H -1.7937 0.8647 2.3869 0.228
C 1.3639 0.4925 1.1036 -0.250
H 2.2535 1.1390 0.9597 0.214
H 3.4086 -0.9217 0.6503 0.220
H -1.8190 -1.5039 1.5430 0.215
H -2.0798 0.0776 -1.2260 0.164
H 0.4752 -2.7040 0.8587 0.210
C 1.4099 -0.8230 0.8094 0.020
C 0.3106 -1.6573 1.2058 -0.223
H 0.0956 2.0972 1.7294 0.202
C -1.7466 0.6011 -2.1825 -0.067
C 0.1664 1.0134 1.6543 -0.197
```

Properties
- Multiplicity: 1
- SMILES: Cc1ccccc1.CCO
- HOMO-LUMO gap: 10.02 eV
- Energy above the lowest of the compared OMol25 structures with the same formula, charge and spin: 48.7 kcal/mol
- LUMO: 0.9 eV


Among the records above, which one has the lowest energy above the lowest of the compared OMol25 structures with the same formula, charge and spin?
number 1


The highest multiplicity belongs to which entry?
number 10